1.
16
Properties=species:S:1:pos:R:3 method="wB97M-V/def2-TZVPD" energy_ev=-8193.961 smiles="N=C=N.CN.N" multiplicity=1 orbital_gap_ha=0.30666 relative_energy_kcal_mol=66.28 e_homo_ev=-7.9
N 1.99860 -0.54905 -0.30576
C 1.95583 -0.26136 0.90723
N 2.12232 0.31614 1.96286
H 2.47193 -1.35206 -0.68823
H 3.00796 0.51354 2.39692
C -2.17503 0.64589 0.71703
N -0.82687 0.53643 0.17620
H -2.36014 1.57966 1.26692
H -2.35152 -0.18921 1.39398
H -2.88586 0.58832 -0.10506
H -0.61172 1.33963 -0.40528
H -0.11501 0.52666 0.91830
N -0.20082 -0.73959 -2.08011
H 0.18367 -0.79237 -3.02014
H -0.84805 -1.51121 -1.95003
H 0.63473 -0.65141 -1.18480

2.
16
Properties=species:S:1:pos:R:3 method="wB97M-V/def2-TZVPD" energy_ev=-8192.370 multiplicity=1 orbital_gap_ha=0.32856 relative_energy_kcal_mol=102.97 e_homo_ev=-8.1
C -0.10349 -0.49388 1.87785
C 1.37818 0.20122 -0.47302
N -1.25684 0.07606 -0.61219
N 0.73004 -1.49394 1.67112
N -0.15124 0.52331 0.17551
N -1.35842 0.59614 -1.92195
H -1.14392 -0.93229 -0.69202
H 0.26807 -2.31037 1.26610
H -0.29786 1.51702 0.36302
H -1.73371 1.53697 -1.87819
H -0.47300 0.60552 -2.42671
H -1.18106 -0.63814 2.01542
H 0.30342 0.31190 2.48675
H 2.13680 0.41086 0.27016
H 1.46090 0.91439 -1.29701
H 1.42214 -0.82476 -0.82483

3.
17
Properties=species:S:1:pos:R:3 method="wB97M-V/def2-TZVPD" energy_ev=-10244.603 smiles="NC(N)=O.NCN" multiplicity=1 orbital_gap_ha=0.37331 relative_energy_kcal_mol=12.06 e_homo_ev=-9.4
N -0.43613 -2.90359 1.09391
C -1.17855 -1.96689 0.37921
N -0.58539 -1.53811 -0.84129
O -2.29531 -1.58943 0.69147
H 0.57815 -2.96480 0.96592
H -0.79830 -3.28100 1.95691
H -0.87729 -0.59028 -0.99864
H 0.45318 -1.58088 -0.75347
N 0.16792 3.01183 0.09294
C 0.30762 1.53252 0.15834
N 1.09203 0.80524 -0.88286
H 1.08917 3.40129 0.11103
H -0.39587 3.21330 -0.70481
H 0.76088 1.26533 1.09034
H -0.70270 1.11286 0.14880
H 0.77624 1.06668 -1.77329
H 2.04435 1.00593 -0.73451

4.
18
Properties=species:S:1:pos:R:3 method="wB97M-V/def2-TZVPD" energy_ev=-12289.722 smiles="NC(=O)NO.CNN" multiplicity=1 orbital_gap_ha=0.36841 relative_energy_kcal_mol=59.63 e_homo_ev=-9.3
N 0.73220 1.73583 -0.41731
C -0.05033 1.54671 -1.51253
O -0.92965 2.33676 -1.82559
N 0.18447 0.37898 -2.17544
O 1.38705 -0.30869 -1.89614
H 1.66599 1.35432 -0.51638
H 0.67466 2.66577 -0.02261
H -0.18236 0.30989 -3.11944
H 1.06427 -1.05016 -1.34151
C 0.35027 -0.96399 2.09404
N -0.29008 -1.12435 0.78790
N -1.68321 -1.44061 0.99774
H 0.21258 -1.84837 2.72510
H -0.03875 -0.08404 2.61788
H 1.42605 -0.82273 1.95055
H -0.17969 -0.23512 0.28223
H -2.23858 -0.60716 1.21520
H -2.10490 -1.84307 0.15630

5.
18
Properties=species:S:1:pos:R:3 method="wB97M-V/def2-TZVPD" energy_ev=-12287.231 multiplicity=1 orbital_gap_ha=0.34411 relative_energy_kcal_mol=117.07 e_homo_ev=-8.5
C 1.17501 -1.02415 0.89941
N 0.69849 0.35793 0.94373
N 1.03344 1.18419 -0.18870
H 0.99810 0.80818 1.81230
H 0.18321 0.44783 -1.23190
H 2.04864 1.23292 -0.27927
H 0.70365 -1.57391 1.71148
H 2.26737 -1.05773 0.98641
H 0.87768 -1.46002 -0.05292
C -1.30454 0.54425 0.94399
N -0.57017 -1.40152 -1.78098
N -1.36785 1.75520 0.56436
O -0.71461 0.02640 -1.72454
O -1.72137 -0.47499 1.33450
H -1.30449 -1.77116 -1.17426
H -0.82989 -1.65576 -2.73204
H -0.04178 1.98656 -0.03315
H -2.13088 2.07578 0.00156

6.
19
Properties=species:S:1:pos:R:3 method="wB97M-V/def2-TZVPD" energy_ev=-21581.452 multiplicity=1 orbital_gap_ha=0.25671 relative_energy_kcal_mol=14.08 e_homo_ev=-3.1 total_charge=-1
C 1.98674 -1.44055 -0.43848
C -0.23772 2.07283 -1.44839
N -0.94141 -0.92627 2.47638
N 0.66197 -1.05977 0.02922
N -0.09443 0.63648 -1.35588
N 0.40548 0.31038 -0.07808
O -2.51320 -0.52543 0.40482
O -2.06410 1.40976 2.05441
P -1.62571 0.16902 1.37219
H 2.17187 -2.47970 -0.15322
H 2.12752 -1.33619 -1.52473
H 2.70811 -0.79828 0.06772
H -0.91808 2.46669 -0.68385
H 0.74633 2.52182 -1.30011
H -0.60744 2.33063 -2.44355
H -0.31979 -0.38276 3.05619
H -0.40744 -1.57064 1.90577
H -0.05482 -1.60170 -0.46355
H -1.02388 0.20365 -1.47685